A 5-piece molecular cluster, C32H72N4O5 overall in a non-equilibrium geometry, computed with ωB97M-V/def2-TZVPD.

XYZ file:
```
113
Properties=species:S:1:pos:R:3:forces:R:3
C -10.90711 22.17298 -3.94475 -0.06 1.05 -0.48
O -12.01426 22.07964 -4.80007 -1.25 -0.30 -0.38
H -10.09561 21.74829 -4.53568 0.32 -0.47 0.90
H -10.68340 23.23298 -3.82451 0.31 0.16 0.31
H -11.19302 21.78343 -2.96771 0.90 -0.50 0.00
H -12.78115 21.97492 -4.23217 -0.20 0.07 -0.33
C -9.21401 26.15667 -0.45660 -0.14 0.38 0.16
C -8.67031 25.26841 0.69573 0.51 0.70 -1.14
C -7.31288 24.57797 0.26969 -2.72 0.51 0.33
O -7.63851 23.66900 -0.76253 1.23 0.15 0.16
C -6.45137 23.06534 -1.30281 -0.84 0.32 0.81
N -8.41183 26.11296 1.89512 -0.92 -0.74 -1.26
H -10.24253 26.50509 -0.36252 -0.18 -0.19 0.85
H -9.26633 25.73233 -1.45923 0.78 -0.37 0.07
H -8.64445 27.08571 -0.43245 0.28 -0.04 -0.39
H -9.43237 24.52038 0.91437 0.27 -0.24 0.17
H -6.92208 24.12174 1.17920 0.27 -0.54 -0.07
H -6.63668 25.38105 -0.02346 0.30 0.03 -0.43
H -5.79235 23.82964 -1.71466 -0.11 -0.02 -0.58
H -6.82216 22.31373 -1.99974 0.51 0.14 -0.12
H -5.88240 22.62695 -0.48295 0.02 -0.48 0.01
H -8.80827 25.58006 2.65601 0.74 0.34 0.58
H -7.41063 26.24297 1.92332 0.01 0.03 0.83
C -21.69304 18.53457 -7.12353 1.04 0.79 1.20
C -20.55099 19.60396 -6.88181 -0.84 0.34 0.60
C -21.15405 20.96108 -7.35628 0.49 -0.20 -1.23
C -20.38808 22.23250 -6.89767 -1.43 -2.38 1.82
C -20.32446 22.14968 -5.29717 0.91 0.28 -1.22
C -19.57868 20.86173 -4.74365 -1.44 2.26 1.07
N -20.22277 19.70772 -5.40029 -3.07 4.15 -1.62
O -20.02000 18.56829 -4.72749 1.71 -1.69 0.25
C -18.07126 21.00603 -4.93759 0.01 -0.66 -0.86
C -19.82219 20.96814 -3.11986 -0.20 -1.18 -2.00
C -19.34152 19.21649 -7.73805 0.25 -0.32 0.69
H -22.46919 18.70348 -6.37710 -0.04 -0.02 0.01
H -21.27406 17.54264 -6.95431 -0.22 -0.09 -0.30
H -22.14334 18.66357 -8.10774 0.30 -0.17 -0.09
H -21.16172 20.89200 -8.44406 0.94 0.06 -0.51
H -22.24404 20.95816 -7.35219 -0.21 0.36 1.63
H -20.89690 23.11797 -7.27865 0.30 0.11 0.21
H -19.37562 22.12328 -7.28638 0.03 0.46 -0.04
H -21.26160 22.22891 -4.74620 -0.43 -0.21 -0.66
H -19.80581 23.07390 -5.04237 0.51 -0.16 0.56
H -17.65520 20.00168 -5.01685 0.43 -0.12 -0.05
H -17.90557 21.51212 -5.88866 0.40 -0.03 0.01
H -17.51427 21.50961 -4.14749 -0.36 0.14 0.04
H -19.78710 22.02693 -2.86326 0.03 -0.14 0.06
H -20.77949 20.51573 -2.86105 -0.15 0.28 -0.06
H -19.07381 20.40438 -2.56289 0.17 0.12 -0.10
H -18.46863 19.83658 -7.53396 -0.14 0.47 -0.40
H -19.61613 19.18230 -8.79234 0.22 0.12 0.00
H -18.98922 18.22770 -7.44428 -0.19 -0.32 -0.07
H -19.07722 18.65821 -4.88461 1.01 -2.26 1.06
C -11.29235 16.86456 -9.56694 -1.76 0.33 0.08
C -10.06171 17.42304 -10.28720 -0.29 1.35 2.15
C -9.68191 18.73373 -9.42859 2.68 -0.85 -0.30
C -8.17330 19.20991 -9.69630 -1.06 -1.56 0.29
C -7.24072 17.92694 -9.53399 -0.45 1.52 0.16
C -7.59794 16.65695 -10.34737 1.13 -0.69 -1.46
N -9.04507 16.35709 -10.21811 0.85 0.52 1.13
O -9.46946 15.13787 -10.86296 0.48 1.31 -0.12
C -7.16759 16.83337 -11.85085 0.34 -0.31 0.71
C -6.77519 15.39960 -9.78382 -1.73 0.79 0.40
C -10.40653 17.96732 -11.63362 0.37 -0.71 -2.04
H -11.76555 17.52799 -8.84303 0.50 0.81 0.04
H -11.20039 15.99014 -8.92272 0.49 -0.40 -0.67
H -12.12694 16.78657 -10.26370 0.05 -0.86 -0.20
H -10.35162 19.58410 -9.55692 -0.34 -0.39 -0.50
H -9.74130 18.47574 -8.37123 0.11 -0.12 0.10
H -7.93669 19.95799 -8.93968 0.22 -0.22 0.26
H -8.04872 19.77381 -10.62075 -0.11 -0.48 -0.40
H -7.19462 17.81087 -8.45116 -0.43 -0.83 0.12
H -6.20672 18.20910 -9.73232 0.07 -0.09 -0.54
H -7.28280 15.85848 -12.32456 -0.82 0.24 -0.40
H -7.64111 17.68374 -12.34152 -0.31 -0.36 -0.16
H -6.09593 16.97227 -11.99362 0.25 0.34 0.59
H -7.28741 15.29221 -8.82767 0.58 -0.32 0.49
H -6.95711 14.45635 -10.29888 -0.22 0.30 -0.47
H -5.69350 15.47817 -9.67473 -0.15 0.63 0.01
H -11.39446 18.42136 -11.71051 0.10 0.09 0.26
H -10.35068 17.17405 -12.37907 -0.45 -0.37 -0.03
H -9.65074 18.64154 -12.03651 -0.05 0.46 0.41
H -9.71972 14.59616 -10.11095 -0.04 -0.13 0.07
C -8.35663 17.59234 7.51065 -1.49 1.56 2.34
C -7.94485 17.35991 6.13154 1.11 0.16 -1.26
C -8.38078 15.94577 5.80973 0.69 -1.90 -2.24
C -8.05525 15.52433 4.35922 0.91 2.31 -0.45
C -8.69265 16.52972 3.36513 -0.22 0.01 0.16
C -8.54586 18.09562 3.71276 -0.83 -1.83 -0.97
N -8.59772 18.27142 5.16210 -0.39 -4.61 -0.41
O -8.52220 19.53845 5.51303 0.08 3.63 1.03
C -7.32923 18.64830 3.01639 1.01 0.44 0.55
C -9.71376 18.92751 3.11915 0.47 -0.12 0.50
C -6.41097 17.51523 6.24060 0.48 -0.16 -0.71
H -8.02596 18.54739 7.91883 0.08 0.29 -0.34
H -7.90981 16.89238 8.21670 -0.26 -0.44 -0.29
H -9.44141 17.62751 7.61133 -0.17 -0.42 0.15
H -7.80991 15.20538 6.37012 -0.34 0.25 0.82
H -9.45301 15.75431 5.85189 -0.11 0.44 0.87
H -8.19807 14.47864 4.08676 -0.62 0.08 0.22
H -6.99208 15.68204 4.17782 0.45 -0.19 0.36
H -9.73247 16.24075 3.21230 -0.29 0.36 0.12
H -8.19574 16.32859 2.41606 -0.12 0.37 -0.26
H -7.37858 18.66251 1.92760 -0.29 -0.27 0.04
H -7.26470 19.68925 3.33317 0.45 0.09 0.01
H -6.42724 18.11377 3.31436 0.13 0.10 -0.10
H -10.64713 18.71637 3.64101 -0.19 -0.23 -0.37
H -9.47572 19.97579 3.29952 -0.06 0.11 0.01
H -9.74692 18.83118 2.03393 -0.36 -0.34 0.09
H -6.06742 18.39534 6.78419 -0.58 0.24 0.08
H -5.91066 17.60896 5.27676 0.07 -0.56 0.00
H -6.05287 16.67379 6.83376 0.34 -0.17 -0.33
H -9.45482 19.74864 5.60051 0.02 0.82 0.37
```
Positions in Å, forces in eV/Å.

Largest force on an atom in eV Å⁻¹: 5.41
2S+1: 1
SMILES: CC1(C)CCCC(C)(C)N1O.CC1(C)CCCC(C)(C)N1O.CC1(C)CCCC(C)(C)N1O.COC[C@H](C)N.CO
Net charge: 0
Relative energy (zero: lowest compared OMol25 entry of this formula, charge and spin) in kJ/mol: 546.70
HOMO energy in eV: -7.888



An isolated molecule of C4H5N3 in a non-equilibrium geometry, computed with ωB97M-V/def2-TZVPD.

XYZ file:
```
12
Properties=species:S:1:pos:R:3:forces:R:3
C 1.10484 0.86985 -0.75924 -0.62 -2.71 1.36
C 0.81917 -0.43285 -1.15462 1.47 0.37 -3.40
C 0.03068 -1.45093 -0.55754 -0.04 -1.95 2.43
C -1.19906 -0.07820 0.77041 -1.67 -1.29 1.85
H 0.82800 2.14788 0.75892 0.72 1.54 0.26
H 1.91977 1.48524 -1.13008 -0.26 -0.17 -0.37
H 1.32485 -0.97758 -2.06688 -0.67 2.17 1.53
H 0.38763 -2.44308 -1.05138 -1.43 1.21 1.35
H -2.16959 -0.28764 1.22145 -0.53 1.02 -0.45
N 0.59893 1.24902 0.45783 -0.53 0.02 -0.44
N -0.75089 -1.44303 0.54164 2.58 1.87 -3.45
N -0.82296 1.14086 0.78252 0.99 -2.08 -0.68
```
Positions in Å, forces in eV/Å.

Largest force on an atom in eV Å⁻¹: 4.69
2S+1: 1
SMILES: C1=CNN=CN=C1
Net charge: 0
Relative energy (zero: lowest compared OMol25 entry of this formula, charge and spin) in kJ/mol: 401.57
HOMO energy in eV: -8.275



C64H61AsIN4PRhS4 as an isolated structure, computed with ωB97M-V/def2-TZVPD.

XYZ file:
```
137
Properties=species:S:1:pos:R:3:forces:R:3
Rh -0.70676 -1.22675 -1.35540 0.19 -0.10 0.41
N -0.72940 -0.69043 0.82539 -0.13 -0.26 -0.18
S 0.00022 -0.63498 2.06848 0.14 0.33 0.04
N 1.38918 0.29345 2.16567 -0.06 -0.06 0.12
S 2.80551 -0.19800 1.84727 0.07 0.04 -0.03
N 3.15264 -1.01200 0.58676 -0.07 -0.08 -0.02
S 2.69255 -0.60082 -0.95634 0.05 -0.19 0.12
N 1.32763 -0.26366 -1.30902 -0.16 0.26 -0.15
C 3.38481 -2.05266 -1.74067 0.04 -0.01 -0.01
C 2.81207 -2.38070 -2.95843 0.02 0.00 -0.03
C 3.26735 -3.49435 -3.64913 -0.03 0.03 -0.01
C 4.28977 -4.26589 -3.11995 0.02 -0.02 0.02
C 4.86147 -3.92847 -1.89842 0.00 -0.02 -0.03
C 4.40989 -2.82077 -1.20019 -0.01 0.02 0.04
C 3.85195 0.69827 -1.36393 -0.02 0.09 -0.10
C 5.21550 0.58280 -1.12937 0.01 -0.06 -0.03
C 6.05101 1.62347 -1.49690 0.01 0.02 -0.02
C 5.52323 2.76503 -2.09057 0.00 -0.01 -0.01
C 4.15980 2.86608 -2.32276 0.02 0.01 0.01
C 3.31394 1.82540 -1.96296 0.00 0.00 -0.01
C 3.48597 -1.20629 3.14359 0.00 0.06 0.01
C 3.97355 -2.47494 2.89136 -0.01 -0.06 -0.02
C 4.49250 -3.20592 3.95293 0.00 -0.01 -0.02
C 4.52255 -2.66230 5.22749 0.00 0.00 0.02
C 4.02114 -1.38569 5.46199 0.01 -0.01 0.01
C 3.49452 -0.64917 4.41685 -0.01 0.01 0.03
C 3.77676 1.28228 1.97351 0.03 0.00 0.03
C 5.15802 1.13203 2.01900 0.01 0.00 0.03
C 5.94926 2.26352 2.08732 -0.01 0.03 0.01
C 5.35980 3.52359 2.10228 0.02 -0.01 0.01
C 3.98062 3.65467 2.05498 0.00 0.01 0.02
C 3.17252 2.52634 1.99390 -0.06 0.02 0.01
C -0.90799 0.14770 3.38765 -0.06 0.00 0.00
C -0.49056 1.29395 4.04277 0.04 0.04 0.03
C -1.33440 1.87743 4.98090 -0.01 0.01 -0.01
C -2.56987 1.31103 5.25681 -0.01 0.01 0.02
C -2.97434 0.15528 4.59706 -0.01 0.00 0.00
C -2.14622 -0.42816 3.65346 -0.02 -0.01 0.00
C 0.48319 -2.19105 2.80024 -0.02 -0.12 -0.06
C 0.61504 -2.37703 4.17059 0.01 0.04 0.02
C 0.97984 -3.62793 4.64205 0.02 -0.01 0.03
C 1.20454 -4.67332 3.75269 0.00 -0.01 -0.01
C 1.06646 -4.47345 2.38633 0.00 0.00 0.02
C 0.69922 -3.22545 1.90326 -0.01 -0.03 -0.02
H 2.00504 -1.77428 -3.34645 0.00 -0.01 0.00
H 2.81414 -3.76060 -4.59492 0.01 0.00 0.02
H 4.64120 -5.13820 -3.65576 0.00 0.02 0.00
H 5.65925 -4.53355 -1.48714 -0.02 0.01 0.00
H 4.84139 -2.56460 -0.24238 -0.02 0.01 -0.02
H 5.62231 -0.30817 -0.66832 -0.02 0.00 -0.01
H 7.11695 1.54572 -1.32292 -0.02 0.00 0.00
H 6.18192 3.57389 -2.38042 -0.01 -0.01 0.01
H 3.75071 3.75233 -2.79083 0.02 -0.02 0.01
H 2.24548 1.86962 -2.13994 0.07 -0.02 0.00
H 3.92784 -2.88431 1.89062 0.01 0.03 0.05
H 4.87221 -4.20414 3.77637 -0.01 0.02 0.01
H 4.93707 -3.23501 6.04771 -0.02 0.01 -0.02
H 4.04200 -0.96589 6.45917 0.00 -0.01 -0.02
H 3.09715 0.34555 4.58630 0.01 -0.02 -0.02
H 5.60715 0.14551 2.00799 -0.03 0.02 0.00
H 7.02612 2.16599 2.12787 -0.01 0.00 0.00
H 5.98282 4.40732 2.15696 -0.01 -0.02 -0.01
H 3.52534 4.63672 2.07123 0.02 -0.03 0.01
H 2.09428 2.60492 1.95676 0.09 -0.02 0.00
H 0.47583 1.72664 3.82194 -0.03 -0.02 0.00
H -1.02187 2.77766 5.49476 -0.01 -0.02 -0.01
H -3.22308 1.77064 5.98826 0.02 -0.02 -0.02
H -3.93728 -0.28881 4.81638 0.02 0.02 -0.01
H -2.45689 -1.32031 3.11921 0.01 0.02 0.00
H 0.42677 -1.56454 4.86208 0.01 -0.01 -0.02
H 1.08048 -3.78933 5.70812 0.00 0.00 -0.03
H 1.47866 -5.65040 4.13165 -0.01 0.02 -0.01
H 1.22491 -5.28751 1.68993 0.00 0.01 0.03
H 0.55690 -3.05811 0.84301 -0.01 0.01 -0.01
I -0.77943 -0.68928 -4.08554 0.07 0.10 -0.12
C -2.69978 -0.58921 -4.92014 -0.14 -0.01 0.02
C -2.62018 -0.16441 -6.21986 0.01 0.03 -0.06
C -3.74479 -0.13059 -7.05908 0.00 -0.01 0.01
C -4.93148 -0.56738 -6.56660 0.00 0.00 -0.01
C -5.05163 -0.99919 -5.22341 -0.04 0.00 -0.03
C -6.33235 -1.43664 -4.80970 -0.02 0.01 0.01
C -6.55073 -1.83558 -3.53157 0.01 0.00 -0.01
C -5.48972 -1.76229 -2.61700 0.01 -0.05 0.00
C -4.21481 -1.35686 -2.94810 -0.05 -0.05 0.02
P -3.17635 -1.11113 -1.42919 0.03 -0.02 -0.08
C -3.92221 0.41256 -0.76038 0.03 0.05 -0.05
C -3.54837 0.84586 0.51198 -0.03 0.00 0.01
C -4.06088 2.01965 1.03651 -0.03 0.00 0.02
C -4.91889 2.80575 0.27835 0.02 0.05 0.02
C -5.25487 2.41112 -1.00721 0.00 -0.01 -0.01
C -4.76507 1.21769 -1.52339 -0.08 0.02 0.02
C -3.77799 -2.46716 -0.35169 0.03 0.01 0.01
C -3.55136 -3.77321 -0.78786 -0.01 -0.01 0.01
C -3.93974 -4.85340 -0.01525 0.00 0.00 0.01
C -4.55522 -4.64635 1.21399 0.00 -0.02 -0.01
C -4.79040 -3.35394 1.65145 0.00 0.02 0.01
C -4.40928 -2.26704 0.87044 -0.02 0.00 0.01
C -3.93971 -0.99089 -4.31854 0.05 0.04 0.02
H -1.66289 0.13637 -6.62574 -0.02 -0.01 0.02
H -3.64652 0.21080 -8.08065 0.00 0.00 0.02
H -5.81813 -0.58877 -7.18866 0.02 -0.01 0.01
H -7.13211 -1.43885 -5.54095 0.03 0.00 0.02
H -7.52536 -2.17202 -3.20288 0.03 0.01 -0.01
H -5.70828 -2.01261 -1.58791 0.00 -0.01 -0.01
H -2.82279 0.27864 1.07577 0.04 -0.06 0.03
H -3.76953 2.33013 2.03435 -0.01 -0.01 -0.03
H -5.31533 3.72907 0.68326 0.01 -0.01 -0.01
H -5.91380 3.02329 -1.61073 0.02 -0.01 0.01
H -5.05926 0.91833 -2.52135 0.01 0.03 0.02
H -3.06916 -3.94822 -1.74178 -0.01 0.01 0.00
H -3.75809 -5.85971 -0.37147 -0.01 0.02 0.01
H -4.85833 -5.49104 1.81959 0.01 0.01 -0.01
H -5.28692 -3.18247 2.59935 0.01 0.00 -0.03
H -4.63233 -1.26823 1.21759 0.02 0.05 -0.01
C -1.94879 5.33374 0.41792 0.00 0.02 0.02
C -1.80811 4.78094 -0.99580 0.06 0.03 0.03
As -1.12510 2.92866 -1.01098 -0.02 -0.04 -0.11
C -0.51971 2.93016 -2.88443 0.02 0.02 -0.01
C -1.71967 2.86991 -3.82430 -0.03 0.00 -0.04
C 0.60025 3.24399 -0.11199 -0.01 -0.03 0.03
C 1.45670 4.39995 -0.60783 0.03 0.04 -0.01
H -2.38237 6.33580 0.41569 0.00 -0.02 -0.01
H -0.98177 5.40026 0.92178 0.00 0.00 -0.02
H -2.58928 4.69585 1.03013 -0.02 -0.02 -0.01
H -1.14859 5.40975 -1.60026 -0.02 0.01 0.02
H -2.77978 4.75763 -1.49218 -0.01 0.00 0.00
H 0.11609 2.05138 -3.01753 -0.01 0.01 0.01
H 0.08430 3.81693 -3.08885 -0.02 0.00 -0.01
H -2.39281 2.04953 -3.55848 0.01 0.02 0.01
H -1.41514 2.72041 -4.86279 0.02 0.01 0.00
H -2.30232 3.79278 -3.78431 0.01 -0.01 0.02
H 1.12646 2.28785 -0.18612 -0.02 0.00 -0.01
H 0.34386 3.36808 0.94490 0.02 0.02 0.00
H 1.64856 4.32866 -1.68012 -0.02 0.00 0.04
H 2.43297 4.41696 -0.11355 -0.05 0.00 -0.03
H 0.97928 5.36541 -0.42919 -0.01 -0.02 0.00
S -0.35026 -3.33436 -1.59345 0.05 -0.10 0.03
```
Positions in Å, forces in eV/Å.

Largest force on an atom in eV Å⁻¹: 0.46
2S+1: 5
Net charge: +1
Relative energy (zero: lowest compared OMol25 entry of this formula, charge and spin) in kJ/mol: 0.00
HOMO energy (alpha / beta) in eV: -8.585 / -9.713



C4H11OP as an isolated structure in a non-equilibrium geometry, computed with ωB97M-V/def2-TZVPD.

XYZ file:
```
17
Properties=species:S:1:pos:R:3:forces:R:3
C 0.59234 1.30829 1.51986 -0.14 -0.07 0.01
C 0.02818 0.23097 -1.73267 -0.03 -0.26 0.16
C -0.65696 0.68167 0.96492 1.45 -2.31 -2.61
C -0.06778 -0.57672 -0.46265 -1.82 2.09 2.59
O 1.10210 -1.19168 -0.06762 0.67 -0.03 0.00
P -1.45113 -1.80489 -0.40474 -0.14 0.68 -0.28
H 0.34210 2.08117 2.24644 0.08 0.09 0.08
H 1.18593 1.77455 0.73158 0.05 0.08 -0.01
H 1.20693 0.56185 2.02391 0.04 0.02 -0.01
H 0.73201 1.05607 -1.62371 0.07 0.11 0.02
H -0.94738 0.63210 -1.99550 -0.03 0.09 -0.03
H 0.37044 -0.40843 -2.54676 0.05 -0.02 -0.12
H -1.31124 1.36699 0.44484 -0.21 0.12 -0.01
H -1.18343 0.06040 1.67994 -0.15 0.02 0.07
H 1.84897 -0.58591 -0.16835 -0.09 0.02 0.00
H -0.91236 -2.47141 0.68604 0.07 -0.26 0.54
H -0.87872 -2.71501 -1.29552 0.13 -0.36 -0.41
```
Positions in Å, forces in eV/Å.

Largest force on an atom in eV Å⁻¹: 3.80
2S+1: 1
Net charge: 0
Relative energy (zero: lowest compared OMol25 entry of this formula, charge and spin) in kJ/mol: 191.64
HOMO energy in eV: -8.817